1.
Entry from OMol25: C3H6N2O2 as an isolated structure (the ωB97M-V functional and the def2-TZVPD basis).

Geometry as XYZ:
```
13
Properties=species:S:1:pos:R:3:forces:R:3
N 0.323357 -0.668636 -1.571866 -0.134 -0.232 0.179
C 0.290860 -0.033462 -0.291405 -0.287 0.054 0.063
O 1.618534 0.200814 0.101077 0.002 0.047 0.237
C -0.662828 1.158629 -0.215644 0.039 0.268 -0.325
O -1.087283 0.827106 1.104117 -0.148 0.003 0.073
C -0.524412 -0.420496 1.086335 -0.103 -0.233 0.295
N -0.698702 -1.177945 2.075152 0.228 0.078 -0.641
H 1.275448 -0.768420 -1.911352 -0.174 -0.112 0.308
H -0.219000 -0.168286 -2.268461 0.025 -0.164 0.240
H -1.501768 1.022612 -0.908057 0.118 0.201 -0.022
H -0.232446 2.157226 -0.290259 0.042 -0.084 0.047
H 1.691538 -0.033271 1.033950 0.209 0.144 -0.073
H -0.273298 -2.095871 2.056413 0.182 0.031 -0.383
```
Forces are in eV/Å.

Computed properties:
- Spin multiplicity: 1
- HOMO-LUMO gap: 0.378 Eh
- Energy above the lowest of the compared OMol25 structures with the same formula, charge and spin: 67.6 kcal/mol
- Charge: 0
- E_HOMO: -9.5 eV
- Max |F|: 0.0133 hartree/bohr

natural (NBO) atomic charge list, values in e, 4 entries: atom 1 (N): -0.837, atom 2 (C): 0.338, atom 3 (O): -0.703, atom 4 (C): -0.112

2.
Entry from OMol25: an isolated molecule of C3H6N2O2 in a non-equilibrium geometry (the ωB97M-V functional and the def2-TZVPD basis).

Geometry as XYZ:
```
13
Properties=species:S:1:pos:R:3:forces:R:3
C 1.897156 0.168921 -0.139625 -1.750 -1.507 -0.404
C 0.803385 1.077534 0.061628 -2.467 1.482 -1.153
C -0.655037 0.486898 -0.315530 0.342 1.657 -2.506
N -0.697781 -0.933930 -0.285266 -1.883 -0.370 2.605
N 0.403655 -1.694423 -0.614394 -0.015 1.784 0.511
O 3.031646 -0.018620 -0.006292 1.262 0.439 0.132
O 0.404995 -2.713942 0.372471 0.103 0.978 -0.242
H 0.660961 1.378708 1.045107 0.454 -0.221 2.522
H 0.763723 2.121588 -0.329461 0.912 -0.839 -0.700
H -1.484764 0.996306 0.333356 1.587 -1.241 -1.166
H -0.854791 0.752307 -1.414244 0.264 0.249 1.544
H -1.103216 -1.138315 0.657116 0.815 -0.855 -1.077
H 0.583996 -3.397058 -0.252615 0.376 -1.555 -0.065
```
Forces are in eV/Å.

Computed properties:
- Spin multiplicity: 1
- HOMO-LUMO gap (alpha / beta): 0.273 / 0.292 Eh
- Energy above the lowest of the compared OMol25 structures with the same formula, charge and spin: 168.2 kcal/mol
- Charge: 0
- E_HOMO (alpha / beta): -6.8 / -7.4 eV
- Max |F|: 0.0629 hartree/bohr

natural (NBO) atomic charge list, values in e, 4 entries: atom 1 (C): 0.643, atom 2 (C): -0.639, atom 3 (C): -0.203, atom 4 (N): -0.466

3.
Entry from OMol25: C3H6N2O2 as an isolated structure in a non-equilibrium geometry (the ωB97M-V functional and the def2-TZVPD basis).

Geometry as XYZ:
```
13
Properties=species:S:1:pos:R:3:forces:R:3
C -0.585436 -1.038712 0.341756 -3.754 -2.560 2.337
C -1.530796 -0.046642 -0.318561 -2.041 3.500 -3.041
C 0.617826 0.761068 -0.064019 -1.651 -0.433 -0.210
H 2.410708 -0.288909 -0.299026 -0.482 -2.930 1.348
H -1.010565 -2.237952 0.302102 1.847 3.536 -0.220
H -0.813174 -0.601558 1.609377 1.429 -1.679 -3.485
H -1.416903 0.195538 -1.651604 -0.442 -1.511 4.226
H -2.957758 0.122087 -0.098272 5.095 -0.573 -0.050
H 1.686089 2.431416 0.460208 -0.314 -3.915 -2.185
N 0.597412 -0.614343 -0.391227 1.330 -1.677 1.647
N 1.695821 1.367416 -0.032160 1.866 4.564 2.165
O 1.944218 -1.239552 -0.015586 -1.428 4.338 -1.717
O -0.637437 1.190146 0.157006 -1.455 -0.661 -0.815
```
Forces are in eV/Å.

Computed properties:
- Spin multiplicity: 1
- HOMO-LUMO gap: 0.368 Eh
- Energy above the lowest of the compared OMol25 structures with the same formula, charge and spin: 197.1 kcal/mol
- Charge: 0
- E_HOMO: -9.5 eV
- Max |F|: 0.1047 hartree/bohr

natural (NBO) atomic charge list, values in e, 4 entries: atom 1 (C): -0.308, atom 2 (C): -0.121, atom 3 (C): 0.655, atom 4 (H): 0.502

> Which of these has the lowest energy above the lowest of the compared OMol25 structures with the same formula, charge and spin?

number 1

Repeat the first record exactly.
Entry from OMol25: C3H6N2O2 as an isolated structure (the ωB97M-V functional and the def2-TZVPD basis).

Geometry as XYZ:
```
13
Properties=species:S:1:pos:R:3:forces:R:3
N 0.323357 -0.668636 -1.571866 -0.134 -0.232 0.179
C 0.290860 -0.033462 -0.291405 -0.287 0.054 0.063
O 1.618534 0.200814 0.101077 0.002 0.047 0.237
C -0.662828 1.158629 -0.215644 0.039 0.268 -0.325
O -1.087283 0.827106 1.104117 -0.148 0.003 0.073
C -0.524412 -0.420496 1.086335 -0.103 -0.233 0.295
N -0.698702 -1.177945 2.075152 0.228 0.078 -0.641
H 1.275448 -0.768420 -1.911352 -0.174 -0.112 0.308
H -0.219000 -0.168286 -2.268461 0.025 -0.164 0.240
H -1.501768 1.022612 -0.908057 0.118 0.201 -0.022
H -0.232446 2.157226 -0.290259 0.042 -0.084 0.047
H 1.691538 -0.033271 1.033950 0.209 0.144 -0.073
H -0.273298 -2.095871 2.056413 0.182 0.031 -0.383
```
Forces are in eV/Å.

Computed properties:
- Spin multiplicity: 1
- HOMO-LUMO gap: 0.378 Eh
- Energy above the lowest of the compared OMol25 structures with the same formula, charge and spin: 67.6 kcal/mol
- Charge: 0
- E_HOMO: -9.5 eV
- Max |F|: 0.0133 hartree/bohr

natural (NBO) atomic charge list, values in e, 4 entries: atom 1 (N): -0.837, atom 2 (C): 0.338, atom 3 (O): -0.703, atom 4 (C): -0.112

> Among the records above, which one has the lowest energy above the lowest of the compared OMol25 structures with the same formula, charge and spin?

number 1

Please write out number 2 again, unchanged.
Entry from OMol25: an isolated molecule of C3H6N2O2 in a non-equilibrium geometry (the ωB97M-V functional and the def2-TZVPD basis).

Geometry as XYZ:
```
13
Properties=species:S:1:pos:R:3:forces:R:3
C 1.897156 0.168921 -0.139625 -1.750 -1.507 -0.404
C 0.803385 1.077534 0.061628 -2.467 1.482 -1.153
C -0.655037 0.486898 -0.315530 0.342 1.657 -2.506
N -0.697781 -0.933930 -0.285266 -1.883 -0.370 2.605
N 0.403655 -1.694423 -0.614394 -0.015 1.784 0.511
O 3.031646 -0.018620 -0.006292 1.262 0.439 0.132
O 0.404995 -2.713942 0.372471 0.103 0.978 -0.242
H 0.660961 1.378708 1.045107 0.454 -0.221 2.522
H 0.763723 2.121588 -0.329461 0.912 -0.839 -0.700
H -1.484764 0.996306 0.333356 1.587 -1.241 -1.166
H -0.854791 0.752307 -1.414244 0.264 0.249 1.544
H -1.103216 -1.138315 0.657116 0.815 -0.855 -1.077
H 0.583996 -3.397058 -0.252615 0.376 -1.555 -0.065
```
Forces are in eV/Å.

Computed properties:
- Spin multiplicity: 1
- HOMO-LUMO gap (alpha / beta): 0.273 / 0.292 Eh
- Energy above the lowest of the compared OMol25 structures with the same formula, charge and spin: 168.2 kcal/mol
- Charge: 0
- E_HOMO (alpha / beta): -6.8 / -7.4 eV
- Max |F|: 0.0629 hartree/bohr

natural (NBO) atomic charge list, values in e, 4 entries: atom 1 (C): 0.643, atom 2 (C): -0.639, atom 3 (C): -0.203, atom 4 (N): -0.466